C43H51N7NbOSSeSi2 | the ωB97M-V functional and the def2-TZVPD basis

As for the HOMO energy (alpha / beta): -15.0 / -15.0 eV. The value obtained for the orbital gap (alpha / beta) is 4.17 / 4.25 eV. The total charge is +3.

Structure (XYZ):
```
107
C43H51N7NbOSSeSi2 | the OMol25 dataset | the ωB97M-V functional and the def2-TZVPD basis
Si -3.523 0.734 -0.367
C -0.031 4.062 -4.039
Se 2.676 -1.007 -0.666
C 1.209 2.052 -3.840
C 4.791 2.447 -0.183
H 3.350 -6.445 -0.700
C -2.152 4.208 1.565
N -2.058 -2.834 -1.164
C -1.115 -1.708 3.855
O 2.737 -4.473 -0.773
C 3.782 -5.439 -0.875
N -1.139 2.031 -3.368
H 4.876 0.812 -3.995
H 5.757 2.674 -2.126
H -3.253 -5.857 -0.141
C -0.823 -3.195 -1.641
H 4.190 -5.415 -1.946
H 2.877 2.076 1.938
N 3.019 0.978 6.643
H -3.012 6.184 1.956
C 0.588 -3.109 2.966
H -0.119 5.147 -4.104
C -1.188 -5.470 -0.898
H 2.068 3.951 -4.499
H 0.822 0.059 -5.293
H -3.299 3.529 -3.828
Nb -1.413 -0.788 -0.480
H 2.132 1.453 -3.880
H 0.913 1.732 -0.945
C -0.280 1.726 2.433
C 0.373 2.398 -0.282
H -2.607 4.171 -2.345
C -4.003 1.040 -2.148
H 3.754 -0.424 -3.257
H -4.747 -4.217 0.271
H 0.264 0.795 2.675
H -5.534 1.031 1.071
H 4.483 0.251 5.405
H -5.299 5.437 1.134
C 3.737 0.480 -0.737
H 1.419 1.585 7.732
C -4.561 3.536 0.384
H 1.394 -3.834 3.125
C 0.038 1.386 -3.441
H -0.782 -6.438 -0.762
H 3.144 -3.600 -0.674
C -1.177 3.311 -3.644
C 0.083 -0.053 -3.388
H -0.029 3.280 -0.787
C 0.270 -2.745 1.691
H 4.282 1.182 2.367
C 3.465 1.194 1.631
C 1.022 -1.995 -4.531
H -2.346 5.101 -3.759
C 5.110 2.158 -1.483
C 2.876 -1.128 5.528
C 1.019 -0.285 6.741
C 3.521 0.046 5.852
C -3.546 2.601 0.338
H 5.533 -0.496 -2.906
H 3.385 -1.950 5.007
C -2.333 2.980 0.891
C -0.109 -2.194 -2.391
C -2.870 -3.791 -0.561
C -5.032 0.135 0.608
H 1.553 -2.423 -5.343
H 2.834 0.266 1.710
C 0.745 -2.713 -3.375
C -4.231 -3.312 -0.193
C -0.370 -4.515 -1.448
H -1.188 4.474 1.924
C 4.655 0.161 -3.088
N 4.440 0.958 -1.854
H -2.397 -0.878 2.267
H -1.036 1.940 3.217
C 1.797 0.823 7.089
C -0.017 -2.551 4.055
H -5.525 3.318 -0.068
H 1.141 2.739 0.429
C -1.511 -1.477 2.529
C 1.173 3.388 -4.149
H 0.645 -4.765 -1.770
H -4.820 -3.237 -1.179
H -1.597 -1.171 4.683
N 3.938 1.394 0.277
H 0.056 -0.428 7.296
C -4.416 4.772 1.065
H -5.720 -0.380 -0.074
Si -1.013 1.566 0.630
H -3.163 1.379 -2.764
H 4.568 -5.221 -0.108
N -0.381 -0.813 -2.296
H 1.170 -3.706 -3.299
C -3.164 5.168 1.583
H 4.992 3.336 0.393
C -2.441 4.084 -3.422
H -4.222 -2.415 0.429
S 0.750 -2.799 5.629
H 0.400 2.609 2.418
C 0.599 -0.648 -4.514
H -4.810 1.767 -2.240
N -0.711 -1.783 1.425
C 1.556 -1.295 5.935
H -4.846 -0.561 1.456
C -2.516 -5.116 -0.488
H -4.336 0.053 -2.551
H 0.841 -3.049 0.824
```

---

C26H28BN2O8 | the ωB97M-V functional and the def2-TZVPD basis

As for the HOMO energy: -3.0 eV. The value obtained for the orbital gap is 5.16 eV. The total charge is -1. The energy above the lowest of the compared OMol25 structures with the same formula, charge and spin is 73.57 kcal/mol.

Structure (XYZ):
```
65
C26H28BN2O8 | the OMol25 dataset | the ωB97M-V functional and the def2-TZVPD basis
C 0.152 1.159 2.900
C -1.097 -3.937 -1.340
C 2.005 0.585 -3.481
H -1.379 -5.497 1.683
C -2.932 1.092 0.033
H 0.338 2.643 5.166
C -1.571 -4.232 -0.054
C 0.039 -6.037 0.130
C 0.621 3.328 1.721
H 4.614 2.409 -2.533
C -3.672 -0.072 0.305
C -2.310 1.368 -1.316
C 2.390 2.405 3.258
O -0.954 0.721 -1.528
O 0.787 0.435 1.815
C 0.472 -5.779 -1.179
H -5.010 -1.104 1.685
H -0.445 3.489 1.456
H 2.304 2.686 -4.066
H 5.821 0.465 -1.544
O -0.547 -1.819 -2.246
H 1.220 -6.407 -1.669
H 0.205 -4.529 -2.940
H -2.386 3.029 0.828
O 0.438 -2.638 -4.157
C 3.971 0.342 -2.451
H -2.009 -3.115 -3.106
C -3.547 1.900 2.268
H -2.372 -3.604 0.351
H 5.411 -1.189 -2.018
C 4.990 -0.260 -1.596
C 0.827 2.589 3.101
H -0.918 1.270 2.646
H 0.518 -6.827 0.708
H -4.827 0.630 3.466
H -3.743 -0.843 -0.468
O 2.870 -0.351 -2.898
C 0.243 3.303 4.291
O 0.146 2.540 -2.420
O 2.892 1.589 2.151
C 0.014 -1.695 -3.494
C -0.126 -4.758 -1.920
C 3.906 1.654 -2.855
H 4.609 -0.410 -0.569
H 0.810 4.228 4.457
C 2.722 1.798 -3.603
H -2.888 0.979 -2.157
H 1.140 4.304 1.730
H -0.819 3.522 4.110
H 2.905 3.380 3.186
H -2.147 2.439 -1.437
C -2.883 2.074 1.041
H 2.638 1.931 4.222
B 1.705 1.424 1.441
H 0.250 0.569 3.821
C -4.309 0.750 2.512
C -1.633 -2.777 -2.122
C -0.098 1.364 -2.294
H -3.496 2.702 3.014
C -0.992 -5.269 0.686
N 0.709 0.418 -3.333
N -0.049 -0.413 -4.006
O 1.241 2.501 0.671
C -4.370 -0.232 1.517
H -2.395 -2.221 -1.571
```

---

C7H22O2P2Pb | the ωB97M-V functional and the def2-TZVPD basis

As for the HOMO energy (alpha / beta): -4.8 / -4.8 eV. The value obtained for the orbital gap (alpha / beta) is 5.18 / 5.12 eV. The total charge is 0.

Structure (XYZ):
```
34
C7H22O2P2Pb | the OMol25 dataset | the ωB97M-V functional and the def2-TZVPD basis
H 2.717 -4.131 0.058
H -3.060 -0.189 0.710
Pb 1.466 0.081 -1.357
C 0.611 1.259 1.959
C 2.151 -4.047 0.994
H 1.348 3.329 -2.357
H -0.139 4.343 -2.401
H -0.292 4.822 -0.191
H -2.228 3.988 -1.446
H 0.607 -2.272 3.017
C -2.175 2.932 -1.132
O 0.766 0.734 2.961
H -2.599 2.286 -1.916
H -0.933 -2.102 2.128
P -0.401 2.510 -0.858
P 0.827 -2.879 0.735
H 0.246 -3.597 -1.474
H -0.300 -0.138 -1.818
O 1.419 -1.535 0.311
C -0.022 3.877 0.301
C 0.250 3.315 -2.372
H -0.088 2.771 -3.265
H -0.603 3.762 1.225
H 1.815 -5.044 1.311
H -2.935 -0.925 0.792
H -0.341 -3.741 2.573
H 2.817 1.246 -1.608
H -0.558 -4.536 -0.157
H 1.048 3.878 0.547
C -0.049 -2.730 2.270
C -0.271 -3.535 -0.506
H 2.807 -3.624 1.765
H -1.155 -2.889 -0.598
H -2.747 2.783 -0.204
```

---

Quick rundown of largest force on an atom, same order as above: 0.103; 0.116; 0.058 hartree/bohr